[1]
{
  "formula": "C22H51ClNO23P2S2",
  "method": "ωB97M-V with the def2-TZVPD basis set",
  "fmax_ev_per_a": 1.5,
  "e_tot_ha": -4593.5427,
  "homo_lumo_gap_ha": 0.24112,
  "charge": -1,
  "lumo_energy_ha": 0.0741,
  "multiplicity": 1,
  "mol_weight_g_mol": 859.169,
  "symbols": ["N", "P", "O", "O", "P", "O", "S", "C", "C", "C", "C", "S", "O", "O", "Cl", "H", "H", "H", "H", "H", "H", "H", "H", "H", "H", "H", "H", "H", "H", "H", "C", "O", "C", "O", "O", "C", "H", "H", "H", "H", "H", "H", "C", "O", "C", "O", "O", "C", "H", "H", "H", "H", "H", "H", "C", "O", "C", "O", "O", "C", "H", "H", "H", "H", "H", "H", "C", "O", "C", "O", "O", "C", "H", "H", "H", "H", "H", "H", "C", "O", "C", "O", "O", "C", "H", "H", "H", "H", "H", "H", "C", "O", "C", "O", "O", "C", "H", "H", "H", "H", "H", "H"],
  "coordinates": [[-2.7331, 0.2866, 2.8720], [-2.4880, 0.0547, 1.3392], [-0.9250, -0.3542, 1.0754], [-2.7107, 1.5098, 0.5790], [-3.9828, -1.4753, 0.4239], [-3.7048, -2.4116, 1.8406], [-2.3523, -2.6928, -0.6575], [-4.2779, -0.3912, -1.1387], [-3.0966, -0.0131, -2.0406], [-2.9860, -0.9134, -3.3023], [-1.5218, -1.1566, -3.7211], [-1.0999, -0.6541, -5.3853], [0.3293, -0.4316, -5.4553], [-1.7176, -1.5675, -6.3296], [-2.0157, 1.1661, -5.6288], [-1.9249, 0.0527, 3.4350], [-0.7063, -0.4135, 0.1426], [-3.3662, 1.9332, 1.1328], [-4.9255, -2.4534, -0.0520], [-5.0333, -0.7688, 1.1056], [-3.3983, -3.2527, 1.5072], [-1.4078, -2.9293, 0.2659], [-5.0563, -0.9016, -1.7284], [-4.7326, 0.5386, -0.7648], [-3.2413, 1.0267, -2.3843], [-2.1449, -0.0137, -1.5000], [-3.6025, -0.5152, -4.1150], [-3.4109, -1.8968, -3.0520], [-0.8355, -0.6232, -3.0522], [-1.2696, -2.2266, -3.7549], [-6.4559, -8.7526, 0.7570], [-5.8907, -8.1049, 1.8947], [-6.1613, -6.7940, 1.9615], [-6.8299, -6.1862, 1.1675], [-5.5832, -6.3065, 3.0480], [-5.7444, -4.8872, 3.2218], [-6.1602, -9.7959, 0.8286], [-7.5422, -8.6747, 0.7684], [-6.0684, -8.3208, -0.1643], [-6.8007, -4.6321, 3.2910], [-5.2810, -4.3357, 2.4073], [-5.2471, -4.6337, 4.1525], [2.5107, -1.8247, -3.8239], [1.9776, -1.7228, -2.4987], [2.8411, -1.3836, -1.5518], [4.0221, -1.1857, -1.7050], [2.1816, -1.3013, -0.4039], [2.9631, -0.8428, 0.6978], [1.6767, -2.0993, -4.4540], [2.9053, -0.8658, -4.1525], [3.2837, -2.5908, -3.8763], [3.3228, 0.1690, 0.5164], [3.8036, -1.5113, 0.8793], [2.3021, -0.8388, 1.5591], [-9.6322, -3.4890, 1.9103], [-9.1181, -2.8356, 3.0743], [-9.3246, -1.5222, 3.1102], [-9.9110, -0.8753, 2.2826], [-8.7674, -1.0464, 4.2220], [-8.8688, 0.3701, 4.3699], [-9.3734, -4.5384, 2.0177], [-10.7136, -3.3729, 1.8527], [-9.1647, -3.0906, 1.0123], [-9.9126, 0.6786, 4.4096], [-8.3634, 0.8764, 3.5499], [-8.3747, 0.6076, 5.3073], [4.4270, 3.2756, 4.8331], [4.2642, 2.7316, 3.5240], [5.3765, 2.6962, 2.7924], [6.4634, 3.0799, 3.1413], [5.0770, 2.1501, 1.6207], [6.1778, 2.0280, 0.7113], [3.4456, 3.2350, 5.2959], [5.1343, 2.6824, 5.4106], [4.7685, 4.3076, 4.7818], [6.9569, 1.3986, 1.1368], [6.5850, 3.0081, 0.4661], [5.7762, 1.5611, -0.1834], [5.7121, 1.4392, -3.0659], [7.0774, 1.7464, -2.7388], [7.5809, 2.7712, -3.4181], [6.9911, 3.4457, -4.2222], [8.8546, 2.9292, -3.0572], [9.5177, 4.0160, -3.7050], [5.4260, 0.5943, -2.4463], [5.0632, 2.2881, -2.8559], [5.6328, 1.1636, -4.1157], [9.0294, 4.9595, -3.4669], [9.5323, 3.8686, -4.7835], [10.5321, 4.0198, -3.3172], [5.8700, 5.6301, -1.8666], [5.3807, 5.7702, -0.5287], [6.3469, 5.9519, 0.3699], [7.5272, 5.9938, 0.1338], [5.7913, 6.1008, 1.5702], [6.7335, 6.3347, 2.6225], [5.0049, 5.4945, -2.5084], [6.4096, 6.5270, -2.1655], [6.5177, 4.7613, -1.9492], [7.2937, 7.2498, 2.4358], [7.4156, 5.4945, 2.7240], [6.1447, 6.4431, 3.5282]],
  "forces_ev_per_a": [[0.2, 0.1, -0.5], [-0.1, -0.3, 1.1], [-0.2, 0.6, 0.1], [0.4, -0.7, -0.5], [-1.3, 0.5, 0.3], [0.0, 0.4, -0.1], [0.7, -0.6, -0.6], [0.1, 0.3, -0.1], [-0.4, 0.4, -0.8], [0.0, -0.6, 0.6], [-0.4, 0.4, 0.0], [0.5, -1.3, -0.6], [-1.1, 0.1, -0.1], [0.4, 1.1, 0.8], [0.1, 0.0, 0.1], [-0.1, 0.0, 0.1], [0.0, -0.3, -0.3], [-0.2, 0.5, 0.4], [0.2, -0.1, -0.1], [0.2, 0.1, 0.1], [0.3, -0.5, -0.1], [-0.1, 0.1, 0.1], [0.2, 0.0, 0.1], [0.1, -0.3, 0.0], [0.2, -0.3, 0.1], [-0.2, -0.1, 0.0], [0.2, 0.0, 0.1], [0.1, 0.3, -0.2], [0.0, -0.2, -0.3], [0.0, 0.3, 0.1], [0.0, -0.1, -0.1], [0.0, 0.0, 0.0], [0.0, 0.0, 0.1], [-0.1, 0.0, -0.1], [0.1, 0.0, 0.0], [-0.1, 0.3, 0.1], [0.0, 0.0, 0.0], [0.0, 0.0, 0.0], [0.0, 0.0, 0.0], [0.0, 0.0, -0.1], [-0.1, 0.0, 0.0], [0.0, -0.1, 0.0], [0.1, -0.1, 0.0], [-0.1, 0.0, -0.1], [-0.1, -0.1, 0.0], [0.1, 0.1, -0.1], [-0.1, 0.0, 0.0], [0.1, 0.1, 0.4], [-0.1, 0.0, 0.0], [0.0, 0.0, 0.0], [0.1, 0.1, 0.1], [0.1, 0.0, 0.0], [0.0, 0.0, -0.1], [-0.1, 0.0, -0.1], [0.0, -0.1, -0.1], [0.0, -0.1, 0.1], [0.1, 0.0, 0.0], [-0.1, 0.0, 0.0], [0.0, 0.0, 0.1], [0.0, 0.1, 0.1], [0.1, 0.0, 0.0], [0.0, 0.1, 0.0], [0.0, 0.0, 0.0], [0.0, 0.0, -0.1], [0.0, 0.0, 0.0], [0.0, -0.1, 0.0], [-0.1, 0.0, 0.1], [0.0, 0.0, 0.0], [-0.2, -0.1, 0.0], [0.1, 0.1, 0.0], [0.0, 0.0, -0.1], [0.0, 0.0, -0.1], [0.0, 0.0, -0.1], [0.0, 0.0, 0.0], [0.1, 0.0, 0.0], [0.0, 0.1, 0.0], [0.0, 0.0, 0.1], [0.0, 0.0, 0.1], [-0.1, -0.2, 0.1], [-0.1, 0.0, 0.0], [0.0, -0.1, 0.0], [0.0, 0.1, -0.1], [0.0, 0.0, 0.0], [0.1, 0.1, 0.0], [0.1, 0.0, 0.0], [0.1, 0.1, -0.1], [0.0, 0.1, 0.0], [0.0, 0.0, 0.0], [-0.1, 0.0, 0.0], [0.0, 0.0, 0.0], [-0.1, 0.0, -0.2], [0.0, 0.0, 0.0], [-0.1, 0.1, 0.1], [0.1, 0.0, 0.0], [0.0, -0.1, 0.0], [0.1, 0.0, 0.1], [-0.1, 0.0, 0.1], [0.1, 0.0, 0.0], [0.1, 0.0, 0.0], [0.0, 0.0, -0.1], [0.0, 0.0, 0.0], [-0.1, 0.0, 0.0]]
}

=====

[2]
{
  "formula": "C22H52N2O7",
  "method": "ωB97M-V with the def2-TZVPD basis set",
  "fmax_ev_per_a": 4.9,
  "e_tot_ha": -1505.3928,
  "e_above_lowest_kcal_mol": 66.83,
  "smiles": "CC1(C)CCCC(C)(C)N1O.CC1(C)CCCC(C)(C)N1O.OCCO.OCCO.O",
  "homo_lumo_gap_ha": 0.30365,
  "charge": 0,
  "lumo_energy_ha": 0.0073,
  "multiplicity": 1,
  "mol_weight_g_mol": 456.665,
  "symbols": ["C", "C", "C", "C", "C", "C", "C", "C", "C", "N", "O", "H", "H", "H", "H", "H", "H", "H", "H", "H", "H", "H", "H", "H", "H", "H", "H", "H", "H", "H", "C", "C", "C", "C", "C", "C", "C", "C", "C", "N", "O", "H", "H", "H", "H", "H", "H", "H", "H", "H", "H", "H", "H", "H", "H", "H", "H", "H", "H", "H", "O", "C", "C", "O", "H", "H", "H", "H", "H", "H", "O", "C", "C", "O", "H", "H", "H", "H", "H", "H", "O", "H", "H"],
  "coordinates": [[4.2716, -1.2567, -7.2856], [3.7513, -1.9122, -6.0117], [4.5902, -3.1587, -5.7672], [3.8869, -1.0683, -4.7335], [2.7845, 0.0611, -4.3908], [1.4255, -0.5687, -4.5266], [1.1328, -1.2876, -5.8191], [-0.2495, -2.1278, -5.6581], [0.8979, -0.2610, -6.9326], [2.2499, -2.2168, -6.1072], [1.8991, -3.1260, -7.0857], [4.1290, -2.0535, -8.0155], [3.8608, -0.3214, -7.6659], [5.3325, -1.0139, -7.2246], [5.6362, -2.9214, -5.5731], [4.3490, -3.8110, -4.9279], [4.6004, -3.6972, -6.7149], [4.2616, -1.6202, -3.8715], [4.8096, -0.5000, -4.8508], [3.1153, 0.3021, -3.3806], [2.8874, 0.9589, -5.0004], [0.7665, 0.2951, -4.4402], [1.2279, -1.2559, -3.7039], [-0.5075, -2.4507, -6.6667], [-1.0663, -1.4484, -5.4144], [-0.3097, -2.9130, -4.9045], [1.8625, 0.0364, -7.3441], [0.4288, 0.6428, -6.5439], [0.3432, -0.6731, -7.7756], [1.8594, -2.5802, -7.8745], [-0.9863, 0.8352, 7.7199], [-1.2378, 1.0613, 6.2045], [-2.7149, 0.8581, 5.9244], [-0.8151, 2.5675, 5.9124], [0.6393, 2.8291, 6.0332], [1.2531, 1.9907, 4.8820], [1.0971, 0.4441, 5.0780], [1.4380, -0.1803, 3.7287], [2.1306, -0.0247, 6.1848], [-0.3374, 0.1225, 5.4155], [-0.6726, -1.1708, 5.5378], [-1.3543, 1.6922, 8.2839], [-1.5219, -0.0492, 8.0651], [0.0600, 0.6231, 7.9399], [-2.9416, 1.0760, 4.8807], [-2.9132, -0.2066, 6.0477], [-3.3849, 1.4314, 6.5650], [-1.0567, 2.8049, 4.8763], [-1.4372, 3.2771, 6.4578], [0.7538, 3.9004, 5.8677], [1.0242, 2.5059, 7.0004], [2.2991, 2.2503, 5.0453], [1.0862, 2.3282, 3.8591], [0.7991, -0.0249, 2.8593], [1.2830, -1.2519, 3.8548], [2.4721, 0.0705, 3.4925], [2.0572, -1.1059, 6.3020], [2.0218, 0.5377, 7.1122], [3.1505, 0.1019, 5.8215], [-0.2513, -1.3854, 6.3733], [-1.8402, 6.0422, -0.9889], [-2.3430, 6.3760, -2.2705], [-1.2945, 6.3954, -3.4120], [-0.5033, 7.6031, -3.2764], [-2.0119, 5.1095, -0.8400], [-3.1296, 5.6771, -2.5550], [-2.7773, 7.3697, -2.1614], [-1.8014, 6.4890, -4.3724], [-0.6392, 5.5280, -3.4910], [0.1663, 7.2602, -2.6799], [-6.5700, -6.3394, 3.0990], [-5.2427, -5.9492, 2.8411], [-5.1370, -4.4417, 2.3885], [-3.8411, -4.0673, 2.0383], [-6.5522, -7.1230, 3.6533], [-4.6476, -6.0553, 3.7481], [-4.8306, -6.5452, 2.0268], [-5.5201, -3.7741, 3.1603], [-5.8447, -4.2528, 1.5814], [-3.3272, -3.8536, 2.8205], [-2.8548, 1.2437, 0.4405], [-2.5295, 0.8461, 1.2482], [-3.0948, 0.5006, -0.1131]],
  "forces_ev_per_a": [[0.4, -0.2, -0.3], [-2.1, 1.0, 1.6], [0.2, -0.6, -0.9], [0.7, 2.5, -0.4], [2.2, -2.6, -0.4], [-0.4, 0.9, 1.1], [-0.7, -1.0, 0.0], [0.9, 1.3, -0.7], [0.6, 0.0, -0.4], [0.7, -0.3, 2.0], [0.3, -0.1, -0.7], [0.2, 0.3, -0.6], [-0.6, -0.2, 0.4], [0.2, -0.5, 0.2], [0.1, 0.6, -0.2], [-0.8, 0.2, -0.2], [0.0, -0.6, 0.2], [-1.2, -0.6, 0.3], [0.3, 0.4, -0.5], [-0.8, 0.4, 0.2], [0.2, -0.2, -0.2], [-0.8, -0.4, 0.1], [0.1, 0.0, 0.1], [0.1, -0.6, 0.2], [0.2, 0.5, 0.2], [0.6, -0.1, -0.3], [0.0, 0.2, 0.1], [-0.3, -0.1, -0.2], [-0.3, 0.1, 0.1], [-0.1, -0.2, -0.8], [-0.3, -0.4, -0.2], [1.9, 1.1, 0.9], [0.3, -0.8, -0.8], [-1.7, -1.1, -0.5], [-0.6, -0.6, -1.3], [1.5, 0.2, 1.8], [-0.7, 1.2, 0.2], [0.0, -1.4, 0.5], [-0.6, -0.1, -1.3], [-0.4, 4.6, -1.7], [0.3, -1.6, 0.6], [0.1, -0.1, 0.2], [-0.2, -0.1, 0.1], [0.0, 0.4, 0.0], [0.0, 0.2, 0.0], [-0.3, 0.0, 0.2], [0.3, 0.1, 0.1], [-0.2, -0.2, -0.3], [-0.1, -0.3, 0.6], [0.6, 0.0, 0.2], [0.2, 0.3, 0.0], [0.6, -0.7, -0.5], [-0.8, 0.0, 0.2], [-0.2, 1.0, 0.3], [0.7, -0.3, 0.0], [0.0, -0.3, -0.2], [-0.3, -0.1, 0.5], [-0.1, -0.3, 0.0], [0.0, 0.3, -0.1], [-0.1, -1.1, 0.5], [0.3, -0.1, 0.0], [0.2, -0.5, -0.7], [-0.7, 1.5, 0.3], [0.1, -1.4, 0.0], [0.1, -0.1, 0.1], [-0.2, 0.0, 0.0], [0.1, 0.0, -0.3], [-0.2, -0.1, 0.0], [-0.1, -0.2, 0.4], [0.5, 0.8, 0.3], [-0.5, 0.3, 0.0], [0.6, 1.2, -0.4], [-1.4, -0.7, 1.0], [0.5, -0.1, -0.6], [0.0, 0.0, 0.0], [0.3, -0.1, 0.0], [0.3, -0.1, 0.0], [0.0, -0.2, 0.5], [0.4, -0.2, -0.5], [-0.1, 0.0, 0.1], [0.0, 0.3, -0.1], [0.1, -0.1, 0.3], [-0.1, -0.2, -0.2]]
}